{
  "formula": "C55H123O44P5",
  "method": "ωB97M-V/def2-TZVPD",
  "fmax_ha_per_bohr": 0.089,
  "e_tot_ha": -7187.209244,
  "orbital_gap_ev": [1.54, 10.47],
  "homo_energy_ha": [0.0123, -0.3166],
  "total_charge": -1,
  "multiplicity": 2,
  "symbols": ["C", "O", "C", "O", "O", "C", "H", "H", "H", "H", "H", "H", "C", "O", "C", "O", "O", "C", "H", "H", "H", "H", "H", "H", "C", "O", "C", "O", "O", "C", "H", "H", "H", "H", "H", "H", "C", "O", "C", "O", "O", "C", "H", "H", "H", "H", "H", "H", "C", "O", "C", "O", "O", "C", "H", "H", "H", "H", "H", "H", "C", "O", "C", "O", "O", "C", "H", "H", "H", "H", "H", "H", "C", "O", "C", "O", "O", "C", "H", "H", "H", "H", "H", "H", "C", "C", "O", "P", "O", "O", "C", "C", "O", "C", "C", "H", "H", "H", "H", "H", "H", "H", "H", "H", "H", "H", "H", "H", "H", "H", "C", "C", "O", "P", "O", "O", "C", "C", "O", "C", "C", "H", "H", "H", "H", "H", "H", "H", "H", "H", "H", "H", "H", "H", "H", "H", "C", "C", "O", "P", "O", "O", "C", "C", "O", "C", "C", "H", "H", "H", "H", "H", "H", "H", "H", "H", "H", "H", "H", "H", "H", "H", "C", "C", "O", "P", "O", "O", "C", "C", "O", "C", "C", "H", "H", "H", "H", "H", "H", "H", "H", "H", "H", "H", "H", "H", "H", "H", "C", "C", "O", "P", "O", "O", "C", "C", "O", "C", "C", "H", "H", "H", "H", "H", "H", "H", "H", "H", "H", "H", "H", "H", "H", "H", "C", "C", "C", "O", "C", "O", "O", "H", "H", "H", "H", "H", "H"],
  "positions_angstrom": [[-0.7292, 2.7117, 4.3159], [-1.7811, 3.7098, 4.2145], [-1.4706, 4.8470, 3.4598], [-0.5299, 4.9568, 2.6503], [-2.3775, 5.7445, 3.7322], [-2.4772, 6.9344, 2.9853], [-0.4712, 2.4090, 3.3010], [-1.1641, 1.8180, 4.7634], [0.1274, 3.1207, 4.8515], [-1.7534, 7.7348, 3.1391], [-3.4795, 7.3589, 3.0419], [-2.4061, 6.7498, 1.9133], [4.0963, -2.9865, 1.4834], [5.3595, -3.6525, 1.5175], [5.6045, -4.7167, 2.1409], [4.8678, -5.3045, 2.9505], [6.8670, -5.0918, 1.7965], [7.3518, -6.4122, 2.2236], [3.3900, -3.4057, 2.1999], [3.5920, -3.1528, 0.5315], [4.2399, -1.9113, 1.5902], [8.3640, -6.4707, 1.8234], [6.9167, -7.2949, 1.7549], [7.3036, -6.4795, 3.3105], [-3.9261, 1.4060, -2.3046], [-4.7803, 0.8599, -1.2722], [-5.9477, 1.3916, -0.9372], [-6.3551, 2.5048, -1.2656], [-6.5428, 0.5834, -0.0503], [-7.7605, 0.9460, 0.5259], [-3.8977, 2.4954, -2.3265], [-4.3541, 1.0815, -3.2532], [-2.9287, 0.9966, -2.1445], [-7.9253, 0.1358, 1.2362], [-8.5696, 0.9587, -0.2044], [-7.8010, 1.8875, 1.0736], [-5.4738, 1.9666, -6.7175], [-4.6395, 2.4688, -5.6528], [-3.3474, 2.7563, -5.8077], [-2.6295, 2.4301, -6.7386], [-2.9574, 3.4049, -4.7229], [-1.5892, 3.7824, -4.5260], [-5.7986, 2.7740, -7.3738], [-6.3172, 1.3979, -6.3261], [-4.8666, 1.2820, -7.3098], [-0.8942, 2.9849, -4.7887], [-1.5479, 3.9888, -3.4565], [-1.3605, 4.7333, -5.0072], [-5.6145, 4.1393, 1.5757], [-5.1663, 5.2694, 0.7821], [-3.9781, 5.3592, 0.1776], [-3.6354, 6.3734, -0.5087], [-3.2620, 4.2329, 0.2463], [-2.0501, 4.0829, -0.4746], [-5.1301, 4.1552, 2.5520], [-5.4255, 3.1519, 1.1546], [-6.6890, 4.2353, 1.7319], [-2.3003, 4.3101, -1.5108], [-1.7249, 3.0456, -0.3942], [-1.2495, 4.7647, -0.1877], [-2.1034, -1.3511, -4.5169], [-1.8931, -1.6291, -5.8513], [-2.9848, -1.5545, -6.6538], [-4.0124, -0.9626, -6.3871], [-2.8257, -2.2911, -7.7522], [-3.9379, -2.6045, -8.5868], [-2.2553, -0.2740, -4.4462], [-1.1711, -1.6213, -4.0211], [-2.8520, -1.8946, -3.9404], [-3.5036, -3.0999, -9.4553], [-4.4223, -1.6901, -8.9294], [-4.5877, -3.2670, -8.0150], [3.5277, -2.6230, -3.7868], [3.7448, -4.0208, -3.5728], [4.4818, -4.3713, -2.4566], [5.1521, -3.5630, -1.7874], [4.4822, -5.6784, -2.3621], [5.1559, -6.3303, -1.2966], [3.0276, -2.3680, -4.7212], [4.4509, -2.0463, -3.8439], [2.8390, -2.2043, -3.0530], [4.4752, -6.4671, -0.4564], [6.0107, -5.8199, -0.8528], [5.4872, -7.3189, -1.6145], [10.4263, 2.0883, -1.4804], [9.6412, 2.2471, -0.1896], [8.3040, 1.6529, -0.2941], [7.1641, 2.0030, 0.8237], [6.9188, 3.4590, 0.9989], [5.8254, 1.1874, 0.2947], [4.8163, 1.7450, -0.6080], [4.0489, 0.6004, -1.2445], [7.6577, 1.2726, 2.1220], [8.0706, -0.0749, 1.9215], [7.1515, -0.9848, 2.7087], [10.4252, 1.1390, -2.0162], [9.9661, 2.8346, -2.1280], [11.4283, 2.4818, -1.3096], [10.1201, 1.7056, 0.6262], [9.5270, 3.2986, 0.0738], [4.1412, 2.2823, 0.0581], [5.2556, 2.4337, -1.3296], [3.6432, -0.0860, -0.5012], [3.1862, 0.9660, -1.8014], [4.6423, -0.1392, -1.7821], [7.9632, -0.4091, 0.8896], [9.1028, -0.1431, 2.2651], [6.2608, -1.2781, 2.1530], [7.7138, -1.9161, 2.7762], [6.9193, -0.5087, 3.6614], [-3.3023, -6.5938, -2.0351], [-3.7322, -5.1843, -2.3268], [-4.4312, -4.5937, -1.2437], [-3.6171, -3.5233, -0.2300], [-2.4963, -2.8410, -0.9236], [-4.7334, -2.5501, 0.4034], [-6.0009, -3.0949, 0.7429], [-6.3433, -2.6923, 2.1642], [-3.1468, -4.4314, 1.0183], [-2.1833, -3.8740, 1.9484], [-2.0311, -4.8017, 3.0841], [-2.7156, -6.6654, -1.1192], [-4.1953, -7.1764, -1.8088], [-2.7874, -7.0519, -2.8795], [-2.8660, -4.5990, -2.6355], [-4.3810, -5.2105, -3.2022], [-6.6696, -2.6374, 0.0139], [-5.9662, -4.1778, 0.6242], [-7.1976, -3.2392, 2.5631], [-5.4525, -2.8218, 2.7789], [-6.5588, -1.6333, 2.3063], [-1.1983, -3.7978, 1.4879], [-2.3571, -2.8197, 2.1636], [-2.3451, -5.7693, 2.6926], [-1.0109, -4.8955, 3.4563], [-2.7280, -4.6900, 3.9147], [0.9529, 1.1459, -6.8513], [2.2544, 0.5227, -6.2422], [3.2742, 1.4754, -6.2310], [4.6569, 1.3709, -5.3087], [5.2320, 0.0362, -5.1210], [5.6865, 2.3369, -6.1154], [6.4155, 1.8579, -7.2003], [5.6241, 1.8509, -8.5239], [4.4179, 2.1593, -3.9433], [4.3234, 3.5769, -3.8966], [2.8188, 3.8078, -3.8146], [1.0980, 1.2303, -7.9283], [0.1672, 0.3909, -6.8238], [0.6644, 2.0932, -6.3957], [2.0906, 0.2273, -5.2059], [2.5423, -0.3875, -6.7682], [7.2683, 2.5299, -7.2968], [6.7765, 0.8700, -6.9141], [6.2694, 1.7976, -9.4007], [4.8166, 1.1220, -8.4561], [5.1181, 2.8003, -8.6991], [4.8046, 3.9886, -3.0094], [4.7772, 4.1256, -4.7218], [2.6269, 4.8544, -3.5784], [2.2738, 3.4326, -4.6809], [2.4661, 3.3102, -2.9112], [-10.6277, 0.3405, 4.8595], [-9.4047, 0.9174, 5.5429], [-8.3641, 0.4501, 4.7470], [-7.0527, 1.3254, 4.5295], [-7.2646, 2.6587, 3.9439], [-6.4802, 1.3225, 6.0828], [-5.9710, 0.1060, 6.5976], [-6.4825, -0.1112, 8.0626], [-6.0739, 0.3432, 3.7315], [-4.7880, 0.8418, 3.2978], [-3.7862, -0.1723, 3.6302], [-11.4969, 0.4368, 5.5102], [-10.8309, 0.8280, 3.9060], [-10.5746, -0.7257, 4.6391], [-9.3553, 2.0000, 5.6601], [-9.3892, 0.4183, 6.5118], [-6.2565, -0.7217, 5.9484], [-4.9053, 0.3283, 6.5427], [-6.0917, -1.0846, 8.3591], [-6.1910, 0.6558, 8.7800], [-7.5706, -0.1759, 8.0650], [-4.7984, 0.9641, 2.2147], [-4.4977, 1.7994, 3.7301], [-3.0758, 0.1042, 4.4093], [-4.3483, -0.9788, 4.1009], [-3.3225, -0.6251, 2.7539], [-0.1028, -1.3581, 4.6774], [0.7802, -0.3203, 5.4520], [1.9748, 0.1751, 4.9503], [2.8696, -0.4797, 3.7293], [2.2312, -0.4417, 2.3926], [4.2584, 0.3350, 3.9060], [4.2587, 1.7080, 3.5891], [5.2175, 2.5157, 4.4980], [3.1361, -2.0266, 4.3455], [3.7962, -2.1087, 5.5689], [5.0986, -2.8242, 5.4320], [-0.5604, -0.9848, 3.7612], [0.5580, -2.1796, 4.4003], [-0.8874, -1.6682, 5.3675], [0.2434, 0.5716, 5.7752], [1.1281, -0.8253, 6.3531], [4.4936, 1.8922, 2.5408], [3.2802, 2.1882, 3.6001], [6.1940, 2.1175, 4.2224], [5.2210, 3.5427, 4.1328], [5.1057, 2.5542, 5.5815], [4.0384, -1.1288, 5.9802], [3.1592, -2.5929, 6.3091], [5.8747, -2.3148, 4.8607], [5.4431, -3.0136, 6.4486], [5.0276, -3.7566, 4.8721], [-0.8823, 0.2817, 0.9457], [0.2079, 0.4879, -0.0971], [0.7008, -0.8395, -0.7435], [0.6791, -0.5451, -2.1325], [0.3359, 0.7227, -2.3355], [0.3276, 1.2575, -3.4322], [-0.0846, 1.2384, -1.1876], [-0.4710, -0.4014, 1.6889], [-1.8052, 0.0038, 0.4367], [-1.1234, 1.1833, 1.5089], [1.0489, 0.9716, 0.3998], [0.0009, -1.6090, -0.4179], [1.6481, -1.0949, -0.2686]],
  "forces_ev_per_a": [[-0.6, 0.3, -1.1], [0.8, 1.6, -0.8], [2.2, -1.9, -1.3], [-2.4, -0.4, 2.2], [-0.8, 0.4, 0.9], [-0.3, 0.8, -2.1], [0.5, 0.2, 0.0], [-0.1, 0.4, 0.4], [-0.1, -0.2, 0.0], [0.3, -0.4, 0.8], [0.0, -0.3, 0.8], [0.3, -0.5, -0.1], [-1.2, -0.5, 0.0], [-0.2, 2.9, -2.0], [-0.7, -3.4, 2.9], [1.6, 0.8, -1.7], [-0.1, -1.4, 0.1], [0.2, 0.8, -0.2], [0.4, 0.3, 0.5], [0.6, -0.1, -0.4], [0.2, -0.3, 0.2], [0.2, 0.5, 0.5], [-1.0, 0.4, 0.0], [0.1, -0.1, -0.2], [-0.9, 0.2, -0.2], [0.2, -0.6, 0.3], [0.0, 2.6, -0.1], [0.3, -1.9, 0.2], [1.4, -0.2, -0.8], [-1.2, -0.2, 0.5], [-0.1, 0.0, 0.3], [0.3, 0.0, -0.1], [-0.2, -0.1, 0.1], [-0.3, 0.1, 0.0], [0.1, 0.0, -0.1], [0.6, 0.1, -0.1], [1.4, -0.4, -0.7], [-1.0, 0.3, 0.5], [0.8, -0.9, -1.3], [-0.8, 0.4, 0.7], [-0.3, 0.2, 0.4], [-0.1, 0.1, 0.3], [-0.1, 0.1, 0.3], [0.2, 0.4, 0.4], [-0.1, 0.0, -0.1], [-0.1, 0.1, -0.1], [0.2, -0.3, -0.1], [-0.1, -0.2, -0.4], [0.4, -0.2, 0.4], [0.4, 0.1, -0.1], [0.7, 2.2, -2.9], [-1.1, -3.4, 2.8], [-0.5, -0.1, 1.4], [0.0, 0.5, -1.1], [0.0, 0.2, 0.0], [0.2, 0.3, -0.5], [0.2, 0.3, -0.2], [0.2, -0.1, -0.1], [-0.2, 0.2, 0.2], [-0.2, 0.0, 0.4], [0.8, 1.3, 2.0], [-0.9, -1.4, -2.9], [-1.2, 0.1, 0.7], [0.8, -0.4, 0.0], [1.5, -0.1, 0.3], [0.3, 0.5, 0.2], [-0.2, 0.0, 0.5], [0.1, 0.3, -0.1], [-0.5, -0.2, -0.8], [-0.1, -0.1, 0.2], [-0.3, -0.1, 0.2], [-0.3, 0.1, -0.3], [0.1, 1.1, 0.2], [0.3, -0.6, 1.1], [1.7, 3.4, -0.5], [-2.0, -2.2, -1.2], [-0.2, -0.6, -0.2], [0.2, -0.2, 1.2], [0.0, -1.2, -0.3], [0.1, -0.2, 0.4], [0.3, -0.1, 0.5], [-0.3, 0.0, -0.1], [0.0, 0.5, -0.6], [-0.2, 0.2, -0.4], [-0.8, 1.4, -0.2], [-0.5, -1.2, 0.6], [-0.7, 0.4, 0.2], [-1.4, 1.7, -2.2], [0.4, -1.4, 0.1], [2.2, 0.4, 0.5], [-0.1, -0.4, 0.7], [0.0, -0.9, 0.6], [-0.4, 0.4, -0.6], [-0.6, -1.3, 0.4], [0.6, -0.3, -0.2], [0.0, -0.1, 0.6], [0.1, -0.2, -0.5], [0.2, -0.4, 0.1], [0.2, 0.2, 0.2], [0.1, 0.0, 0.0], [-0.1, 0.3, -0.2], [0.1, -0.2, 0.1], [-0.2, 0.5, 0.7], [0.3, 0.1, -0.3], [0.3, 0.7, -0.8], [0.5, 0.4, -0.2], [0.0, 0.0, -0.1], [-0.1, 0.6, 0.1], [-0.1, -0.2, 0.7], [-0.1, -0.5, 0.1], [-0.5, -0.5, 0.8], [0.8, -0.1, -1.0], [0.7, 1.8, 2.1], [0.2, -0.5, -0.8], [-1.0, -0.2, 0.7], [1.9, -0.7, -1.2], [-0.8, 0.3, 0.3], [0.3, 0.3, 0.2], [-0.5, 0.5, -0.9], [1.2, 1.0, -0.8], [-0.9, -1.3, 1.0], [0.4, 0.2, -0.2], [-0.1, -0.2, -0.2], [0.1, 0.1, 0.1], [0.0, 0.3, 0.3], [-0.4, 0.2, 0.2], [-0.4, -0.4, 0.1], [-0.3, 0.0, 0.1], [0.2, -0.2, 0.0], [-0.1, -0.5, 0.2], [-0.1, 0.1, -0.5], [0.0, -0.3, -0.7], [-0.8, -0.1, 0.4], [0.4, -0.3, -0.1], [-0.1, 0.2, 0.0], [0.1, 0.6, 0.1], [1.3, -1.2, -0.3], [-1.9, -0.4, 0.8], [3.2, 1.3, 0.8], [0.0, 0.5, -1.4], [-0.8, -0.1, 0.1], [-2.2, 0.4, 1.7], [0.6, -0.3, -1.4], [-0.2, 0.5, 0.6], [1.2, -0.9, -1.2], [-1.7, 1.0, 0.0], [0.3, 0.8, 1.0], [0.2, 0.6, -0.1], [-0.2, 0.2, 0.6], [0.0, -0.2, 0.0], [-0.4, -0.1, 0.1], [0.1, 0.1, -0.3], [0.1, 0.0, 0.0], [0.1, -0.1, -0.4], [0.1, -0.8, 0.1], [0.3, -0.3, -0.5], [0.0, 0.3, 0.5], [0.1, -0.6, 0.2], [0.1, -0.6, -0.4], [-0.2, 0.2, -0.6], [0.1, 0.2, 0.1], [-0.1, -0.4, -0.2], [-1.2, 0.6, 0.0], [-1.3, -1.0, 0.2], [2.2, -0.6, -1.6], [0.8, 0.0, 1.9], [0.2, -0.5, 0.4], [-1.4, 1.6, -2.4], [0.2, 0.4, 1.4], [0.3, -0.3, -1.4], [-1.3, 0.8, 0.4], [0.1, 1.0, -0.9], [0.6, -1.9, 0.8], [-0.2, 0.3, -0.1], [0.0, 0.2, 0.0], [0.6, 0.0, 0.2], [-0.4, 0.0, -0.1], [0.6, 0.3, 0.3], [0.2, -0.2, 0.2], [0.3, -1.0, 0.4], [0.0, 0.0, 0.3], [0.2, 0.0, -0.3], [0.0, 0.0, -0.1], [-0.5, 0.2, 0.0], [-0.6, 0.2, 0.2], [0.3, 0.2, -0.3], [0.2, -0.3, 0.0], [0.3, 0.2, 0.1], [1.3, 1.2, 0.0], [-1.5, -1.3, 1.2], [2.9, 0.4, -3.4], [-1.1, -0.7, 2.3], [0.8, -0.3, 0.9], [-1.3, -1.8, 0.0], [-0.4, 2.5, 0.3], [0.4, -0.5, -1.4], [-0.7, 2.9, -2.7], [1.0, 0.4, 1.2], [0.7, -0.9, -0.2], [0.0, 0.2, 0.1], [-0.3, -0.3, 0.1], [0.0, -0.2, 0.0], [-0.3, -0.3, 0.0], [-0.6, -0.2, 0.4], [0.8, -0.5, -0.1], [-0.5, -0.5, 0.7], [0.3, 0.1, 0.5], [-0.1, 0.1, 0.0], [-0.5, -0.5, -0.2], [-0.3, 0.3, 0.0], [-0.2, -0.2, -0.2], [-0.1, 0.7, 0.3], [0.3, -0.2, -0.1], [-0.5, -0.3, 0.4], [0.0, 0.8, -0.7], [1.7, -1.7, 2.3], [-0.9, 0.4, 2.1], [1.1, -1.1, -0.2], [-0.6, 0.2, -1.7], [0.0, -0.6, 2.0], [-1.5, 3.0, -2.0], [-0.3, -0.4, -0.2], [-0.1, -0.7, 0.3], [0.2, 0.3, -0.2], [0.2, 0.0, 0.1], [-0.2, -0.3, -0.9], [0.4, 0.0, -0.9]]
}